[1]
A cluster of 7 separate species, C7H28N2O7 in total at a distorted geometry. Source: the OMol25 dataset; level of theory: ωB97M-V with the def2-TZVPD basis set.

Each line ends with the natural charge from an NBO analysis.
Geometry (Å):
N1 0.01825 -0.01942 0.03157  -0.856
C1 -0.70450 -0.79314 -0.81746  0.783
N2 -1.54595 -0.15769 -1.66440  -0.836
O1 -0.61497 -2.02918 -0.81628  -0.708
H1 0.14605 0.96835 0.10187  0.400
H2 0.57620 -0.58108 0.66320  0.420
H3 -1.52593 0.84453 -1.70289  0.390
H4 -2.09242 -0.71635 -2.29174  0.418
C2 3.98067 -1.01557 0.15229  -0.243
O2 4.54521 -0.00993 -0.66334  -0.738
H5 3.16288 -1.56133 -0.32624  0.187
H6 4.69671 -1.77046 0.47376  0.173
H7 3.49732 -0.49642 0.98796  0.154
H8 4.61848 0.84912 -0.26122  0.468
C3 1.45303 -0.23913 4.03672  -0.252
O3 1.16803 -1.35845 3.17956  -0.735
H9 0.58310 0.37178 4.27348  0.169
H10 2.00861 -0.62756 4.88762  0.177
H11 2.10540 0.38709 3.42557  0.172
H12 0.37139 -1.81638 3.46291  0.471
C4 0.32760 -4.96849 1.19328  -0.242
O4 1.04504 -4.03991 0.41164  -0.756
H13 -0.22274 -5.63188 0.51469  0.162
H14 1.00452 -5.45261 1.89251  0.175
H15 -0.46016 -4.53192 1.82964  0.144
H16 0.44921 -3.37724 0.03029  0.503
C5 1.17036 3.46851 0.24593  -0.267
O5 -0.13471 3.48826 -0.31894  -0.750
H17 1.85614 2.87805 -0.36494  0.187
H18 1.59058 4.44849 0.45741  0.189
H19 1.14615 2.90307 1.18721  0.164
H20 -0.51496 4.35779 -0.16645  0.486
C6 -1.25549 3.87963 -3.64330  -0.245
O6 0.10515 3.97046 -3.27669  -0.727
H21 -1.87263 4.53063 -2.99856  0.145
H22 -1.39044 4.29465 -4.63661  0.189
H23 -1.70261 2.89370 -3.50083  0.154
H24 0.19364 3.53278 -2.42066  0.477
C7 -4.40097 -1.13642 -0.30519  -0.252
O7 -5.13498 -1.68978 -1.39527  -0.725
H25 -3.48578 -1.72012 -0.21749  0.192
H26 -4.12690 -0.09627 -0.47947  0.161
H27 -4.96581 -1.23119 0.62437  0.162
H28 -5.66776 -0.99898 -1.79552  0.463

Results
HOMO level ... -9.314 eV
DFT total energy ... -919.603825 Eh
Structure (SMILES) ... NC(N)=O.CO.CO.CO.CO.CO.CO
Charge ... 0
Molecular weight ... 252.31 g mol⁻¹
Orbital gap ... 9.4010 eV

---

[2]
A cluster of 2 separate species, C2H3ClN2 in total at a distorted geometry. Source: the OMol25 dataset; level of theory: ωB97M-V with the def2-TZVPD basis set.

Each line ends with the Löwdin spin population.
Geometry (Å):
C1 2.53904 0.43293 -1.16911  0.014
C2 -0.10801 1.19804 -0.80040  0.632
N1 2.75380 1.08977 -2.04355  0.027
N2 -0.52534 0.02549 -0.65027  0.926
Cl1 -0.84664 -0.91514 -2.05682  0.265
H1 2.19136 -0.17557 -0.46462  0.004
H2 -0.08507 1.65763 0.13231  0.057
H3 0.05790 1.72702 -1.80880  0.074

Results
HOMO level (alpha / beta) ... -6.138 / -10.877 eV
DFT total energy ... -647.443397 Eh
Charge ... 0
Molecular weight ... 90.51 g mol⁻¹
2S+1 ... 3
Orbital gap (alpha / beta) ... 6.5819 / 7.2718 eV
<S²> ... 2.0093

---

[3]
A cluster of 3 separate species, C4H10NO2 in total at a distorted geometry. Source: the OMol25 dataset; level of theory: ωB97M-V with the def2-TZVPD basis set.

Each line ends with the natural charge from an NBO analysis.
Geometry (Å):
C1 -2.64970 -1.02319 0.17845  1.052
C2 2.09511 0.51015 0.46897  -0.774
C3 1.74116 -1.82700 -0.42132  -0.777
C4 2.56996 -0.67865 -0.18601  0.449
N1 -2.96922 2.29821 -0.07815  -1.103
O1 -1.50160 -1.06988 0.15555  -0.579
O2 -3.78631 -0.97395 0.20094  -0.472
H1 2.76191 1.36408 0.36986  0.278
H2 2.00002 0.28043 1.54148  0.343
H3 1.06534 0.74554 0.17337  0.312
H4 1.75871 -2.09859 -1.48559  0.329
H5 0.71562 -1.69990 -0.07624  0.284
H6 2.20319 -2.71000 0.04053  0.326
H7 3.60507 -0.71699 -0.50779  0.227
H8 -3.77222 2.09224 0.49818  0.371
H9 -3.24431 2.30859 -1.05002  0.368
H10 -2.59273 3.19889 0.17781  0.367

Results
HOMO level ... -12.704 eV
DFT total energy ... -363.355778 Eh
Charge ... +1
Molecular weight ... 104.13 g mol⁻¹
Orbital gap ... 5.8627 eV

---

[4]
A structure of composition C11H11Cl3N4O6SSr. Source: the OMol25 dataset; level of theory: ωB97M-V with the def2-TZVPD basis set.

Each line ends with the natural charge from an NBO analysis.
Geometry (Å):
Sr1 -0.19671 0.41466 1.23752  1.793
O1 0.22522 3.95026 3.70253  -0.781
Cl1 0.16466 2.65855 3.13114  2.523
O2 0.55118 1.63000 4.06142  -0.846
O3 1.02930 2.54905 1.94954  -0.913
O4 -1.19237 2.35116 2.65286  -0.933
Cl2 -3.29505 -0.16257 0.86656  -0.048
C1 -3.79483 1.54351 1.06246  -0.397
Cl3 -3.12974 2.58030 -0.19313  0.005
H1 -3.42368 1.89275 2.01830  0.247
H2 -4.87544 1.57009 1.00491  0.227
O5 0.06885 -1.51634 -0.32799  -0.653
N1 -0.11441 -1.39446 -1.57920  0.142
N2 -0.28010 -0.18704 -1.96263  0.135
O6 -0.25132 0.83129 -1.14457  -0.741
C2 -0.49968 0.06336 -3.35666  0.176
C3 -0.51091 -0.97713 -4.27957  -0.245
C4 -0.73267 -0.68507 -5.61396  -0.203
C5 -0.94123 0.62494 -6.02817  -0.221
C6 -0.92652 1.64808 -5.09460  -0.201
C7 -0.70542 1.37482 -3.75164  -0.247
H3 -0.35028 -1.99135 -3.94815  0.240
H4 -0.74303 -1.49094 -6.33624  0.214
H5 -1.11466 0.84404 -7.07344  0.213
H6 -1.08892 2.67142 -5.40709  0.214
H7 -0.69023 2.15578 -3.00726  0.249
S1 -0.63925 -1.78442 3.43285  -0.201
C8 1.01120 -1.87591 3.31499  0.234
N3 1.73096 -2.75695 4.08599  -0.521
C9 3.07766 -2.83527 4.06863  0.116
C10 3.78407 -2.02571 3.24207  -0.350
C11 3.02688 -1.14894 2.43462  0.170
N4 1.72344 -1.07810 2.46065  -0.534
H8 1.18743 -3.34339 4.70365  0.440
H9 3.52875 -3.55971 4.73145  0.230
H10 4.86014 -2.05762 3.20296  0.248
H11 3.52671 -0.48316 1.73924  0.217

Results
HOMO level ... -7.925 eV
DFT total energy ... -2905.491092 Eh
Charge ... 0
Molecular weight ... 521.28 g mol⁻¹
Orbital gap ... 6.8982 eV

---

[5]
An isolated molecule of C4H4BrClS at a distorted geometry. Source: the OMol25 dataset; level of theory: ωB97M-V with the def2-TZVPD basis set.

Each line ends with the Löwdin spin population.
Geometry (Å):
C1 -0.05889 0.85791 -0.11622  0.085
C2 -1.22439 0.91573 0.90460  0.685
C3 0.37386 -0.56886 -0.44291  0.048
C4 0.08587 0.36262 -1.55004  0.019
S1 -1.33125 1.67637 2.32093  1.083
Cl1 -1.47286 -0.05578 -2.31633  0.007
Br1 1.35086 1.25157 -2.67086  0.012
H1 0.81587 1.61002 0.05853  0.001
H2 -2.17028 0.43454 0.36954  0.057
H3 1.31856 -1.00449 -0.33327  0.003
H4 -0.26632 -1.37038 -0.22454  0.002

Results
HOMO level (alpha / beta) ... -6.978 / -10.185 eV
DFT total energy ... -3587.040506 Eh
Charge ... 0
Molecular weight ... 199.50 g mol⁻¹
2S+1 ... 3
Orbital gap (alpha / beta) ... 7.6018 / 7.5570 eV
<S²> ... 2.0058

---

[6]
A structure of composition C36H75AsF15O18 at a distorted geometry. Source: the OMol25 dataset; level of theory: ωB97M-V with the def2-TZVPD basis set.

Each line ends with the Löwdin charge.
Geometry (Å):
As1 -26.73977 3.42186 30.18105  0.956
F1 -25.87363 5.00420 29.99601  -0.290
F2 -28.14183 4.20148 31.02491  -0.294
F3 -27.63136 1.82192 30.13317  -0.295
F4 -25.30053 2.67722 29.43302  -0.275
F5 -26.05364 3.06705 31.78594  -0.272
F6 -27.58894 3.80804 28.62214  -0.297
C1 -21.25538 3.19931 29.31856  -0.077
O1 -21.34717 4.35972 30.15855  -0.180
C2 -22.65972 4.62200 30.57519  -0.223
C3 -22.47218 5.95588 31.20306  -0.211
O2 -21.58015 5.93739 32.31222  -0.205
C4 -21.50354 7.12007 33.13181  -0.096
H1 -21.36332 2.32934 29.96633  0.075
H2 -20.25425 3.11621 28.89556  0.084
H3 -22.03007 3.09519 28.55889  0.085
H4 -23.03049 3.84613 31.24500  0.114
H5 -23.36219 4.59509 29.74217  0.112
H6 -23.45550 6.27900 31.54479  0.122
H7 -22.08458 6.66632 30.47290  0.130
H8 -20.81794 6.94327 33.96055  0.074
H9 -22.45824 7.25746 33.63953  0.079
H10 -21.19677 8.02290 32.60371  0.082
C5 -23.29058 1.65610 37.09056  -0.103
O3 -22.19271 2.42498 37.49021  -0.195
C6 -22.05549 3.71454 36.87046  -0.186
C7 -21.63175 3.67108 35.37725  -0.131
O4 -22.58772 3.12045 34.40078  -0.237
C8 -23.66617 4.00616 34.15747  -0.088
H11 -24.18972 2.27177 37.06631  0.094
H12 -23.49395 0.81403 37.75212  0.085
H13 -22.91145 1.26063 36.14824  0.074
H14 -21.36246 4.25814 37.51257  0.118
H15 -22.89076 4.39639 37.03016  0.107
H16 -20.84904 2.92306 35.25106  0.125
H17 -21.32094 4.63790 34.98134  0.108
H18 -24.33250 3.43987 33.50675  0.075
H19 -23.28714 4.76343 33.47119  0.061
H20 -24.13633 4.41501 35.05183  0.088
C9 -25.44295 -3.95774 33.01471  -0.092
O5 -26.71257 -4.30157 32.44267  -0.209
C10 -27.87231 -3.70864 33.07454  -0.151
C11 -28.02486 -2.18679 32.72195  -0.181
O6 -27.02201 -1.42217 33.35404  -0.201
C12 -26.97750 -0.00490 33.13825  -0.071
H21 -25.03282 -3.01868 32.64314  0.073
H22 -24.80044 -4.77388 32.68428  0.084
H23 -25.39977 -3.93046 34.10351  0.086
H24 -27.82247 -3.95861 34.13432  0.116
H25 -28.83227 -4.15953 32.82302  0.114
H26 -28.99148 -1.76567 32.99836  0.101
H27 -27.90203 -2.00271 31.65465  0.120
H28 -27.91986 0.54278 33.14864  0.061
H29 -26.60157 0.15475 32.12766  0.062
H30 -26.28079 0.48727 33.81684  0.093
C13 -25.45669 1.96637 26.14044  -0.081
O7 -25.81847 2.92837 25.10987  -0.204
C14 -27.07896 3.62706 25.36912  -0.154
C15 -27.54980 4.66084 24.28247  -0.155
O8 -27.89139 4.15255 22.98381  -0.192
C16 -26.83561 4.17004 22.07202  -0.126
H31 -26.02318 1.05340 25.95690  0.062
H32 -25.61287 2.27413 27.17436  0.063
H33 -24.42027 1.68582 25.95274  0.084
H34 -26.95432 4.10364 26.34146  0.101
H35 -27.87225 2.89330 25.51189  0.107
H36 -26.86135 5.48514 24.09629  0.115
H37 -28.46120 5.05364 24.73322  0.107
H38 -27.14327 3.88032 21.06728  0.085
H39 -26.04403 3.48106 22.36665  0.082
H40 -26.47301 5.19554 22.14261  0.080
C17 -30.48930 2.66381 27.20793  -0.091
O9 -31.46802 2.75369 26.17510  -0.161
C18 -32.64066 2.00935 26.40147  -0.215
C19 -32.51082 0.49866 26.31620  -0.205
O10 -31.83544 -0.06025 27.44066  -0.209
C20 -31.67897 -1.46459 27.38508  -0.102
H41 -30.85356 2.98982 28.18217  0.092
H42 -29.68528 3.38164 27.04556  0.051
H43 -30.01394 1.68478 27.26822  0.075
H44 -33.49097 2.37607 25.82649  0.125
H45 -32.97946 2.22019 27.41580  0.119
H46 -31.99996 0.28688 25.37690  0.127
H47 -33.48801 0.01984 26.25349  0.119
H48 -31.06971 -1.74000 26.52424  0.087
H49 -32.65996 -1.93125 27.29565  0.083
H50 -31.16970 -1.76794 28.29980  0.085
C21 -23.51237 -1.06913 27.94791  -0.071
O11 -23.07369 -0.44355 29.19064  -0.188
C22 -24.09552 -0.46805 30.26180  -0.147
C23 -23.58833 0.27057 31.51763  -0.183
O12 -22.46540 -0.36895 32.12745  -0.185
C24 -22.02082 0.38800 33.24420  -0.106
H51 -23.63259 -2.13420 28.14605  0.076
H52 -22.75588 -0.91484 27.17848  0.085
H53 -24.44487 -0.59518 27.64143  0.055
H54 -24.37039 -1.49067 30.52025  0.114
H55 -25.03972 -0.00329 29.97791  0.092
H56 -24.40116 0.23138 32.24280  0.099
H57 -23.27637 1.27604 31.23512  0.110
H58 -21.19955 -0.12351 33.74616  0.089
H59 -22.88708 0.53848 33.88844  0.070
H60 -21.62520 1.35498 32.93347  0.078
C25 -29.19028 7.25365 28.78441  -0.042
C26 -30.05967 6.35450 27.85709  -0.186
O13 -30.99675 7.15216 27.09740  -0.024
C27 -30.50324 7.84955 25.96346  -0.272
O14 -29.33242 7.73223 25.58339  0.133
C28 -31.62415 8.73478 25.44027  -0.559
F7 -31.69943 8.52572 24.14884  0.183
F8 -32.84791 8.43376 25.91512  0.159
F9 -31.36191 10.04673 25.62627  0.158
H61 -28.54825 6.56006 29.32741  0.061
H62 -29.79193 7.76062 29.53879  0.077
H63 -28.53507 7.94726 28.25743  0.074
H64 -30.71208 5.81483 28.54355  0.120
H65 -29.50587 5.64270 27.24493  0.102
C29 -27.75549 -0.59055 28.09824  -0.046
C30 -27.05809 -1.61449 27.22273  -0.220
O15 -26.44505 -2.66877 27.95529  -0.002
C31 -27.17215 -3.81644 28.22910  -0.299
O16 -28.39222 -3.96234 28.10112  0.132
C32 -26.28550 -4.90575 28.82389  -0.526
F10 -25.01934 -4.49040 29.07820  0.149
F11 -26.87149 -5.44642 29.92030  0.155
F12 -26.22871 -5.84469 27.88922  0.171
H66 -28.02844 0.28353 27.50698  0.071
H67 -27.01332 -0.35326 28.86046  0.059
H68 -28.68252 -0.88561 28.58981  0.069
H69 -26.23954 -1.10918 26.71015  0.092
H70 -27.71524 -2.00392 26.44517  0.125
C33 -30.44563 0.63171 31.77246  -0.040
C34 -30.20575 2.05187 32.34534  -0.225
O17 -31.06182 2.52695 33.33507  0.031
C35 -30.91779 2.22559 34.64183  -0.318
O18 -29.97106 1.59617 35.11011  0.135
C36 -31.85088 3.05700 35.57998  -0.584
F13 -32.61221 2.17371 36.13135  0.207
F14 -31.07824 3.66472 36.48920  0.174
F15 -32.59067 3.92085 34.86783  0.165
H71 -29.81514 0.23885 30.97482  0.069
H72 -31.49089 0.43053 31.53782  0.077
H73 -30.17562 -0.06696 32.56432  0.040
H74 -30.31912 2.74157 31.50895  0.114
H75 -29.16490 2.23647 32.61116  0.105

Results
HOMO level ... -7.301 eV
DFT total energy ... -6504.684327 Eh
Charge ... -1
Molecular weight ... 1155.87 g mol⁻¹
Orbital gap ... 9.5461 eV